Record 1
# C30H32Cl2IrN3O3Te

C30H32Cl2IrN3O3Te as an isolated structure (the ωB97M-V functional and the def2-TZVPD basis, the OMol25 dataset).

HOMO-LUMO gap (spin up / spin down), eV: 7.2220 / 6.6758
ΔE to the lowest compared entry with this formula, charge and spin, eV: 0.000
<S²>: 0.7528
2S+1: 2
Charge: +1

Each line ends with the Löwdin charge.
Geometry (Å):
N 0.83 -3.25 -2.74  -0.08
H -4.28 6.68 2.07  0.09
H -1.69 5.69 1.93  0.13
C 0.56 1.03 0.85  -0.31
C -1.26 -1.00 -1.53  -0.62
C -2.05 -2.26 -1.67  0.00
C 3.43 0.09 3.89  -0.04
H 3.17 2.28 -0.74  0.10
H -1.59 -3.07 -1.09  0.09
H 2.70 -2.00 -5.53  0.08
Ir 1.19 -1.25 -3.36  1.24
C -0.29 -5.35 -2.78  -0.03
H 3.25 -4.39 1.71  0.11
C 1.07 0.36 3.08  0.00
H 3.90 0.86 1.32  0.11
C 2.44 0.43 2.82  -0.26
Te -0.76 1.49 -0.72  1.98
H 3.04 0.57 -1.19  0.07
C 2.72 -4.18 0.79  -0.11
C -3.57 4.67 1.78  -0.25
C -2.14 2.73 0.35  -0.32
H 1.73 1.69 -1.56  0.00
C 2.48 1.43 -0.81  -0.07
H -4.91 0.97 0.77  0.09
C 0.27 -5.69 -1.57  0.01
H 0.60 3.54 1.37  0.08
H 4.45 0.15 3.51  0.08
C -2.21 4.81 1.55  -0.01
H -1.77 1.58 2.63  0.08
C -1.48 3.87 0.84  -0.31
C 1.45 0.50 -3.94  -0.35
H -1.95 0.01 1.85  0.07
H -5.27 3.44 1.39  0.13
H -1.41 0.11 3.53  0.09
C 0.11 0.65 2.13  -0.26
C 0.00 4.13 0.67  -0.07
O -1.83 -0.14 -0.59  -0.39
C 0.01 -4.10 -3.33  -0.14
O 1.58 1.58 -4.28  0.13
H -2.07 -2.56 -2.71  0.08
H -0.43 -3.78 -4.27  0.12
Cl 4.20 -1.92 0.78  0.79
H 3.66 -1.55 -4.27  0.08
H -5.13 1.89 -0.70  0.09
C 2.84 0.81 1.55  -0.06
C 1.17 -4.81 -0.93  -0.17
Cl 1.53 -6.56 1.13  0.72
C 2.37 -2.62 -1.06  -0.39
C 3.00 -2.97 0.12  -0.56
C 1.83 -5.08 0.29  -0.61
H 0.21 5.18 0.85  0.09
H -3.06 -2.12 -1.31  0.09
C -4.33 5.70 2.56  -0.04
C 1.43 -3.58 -1.57  -0.14
H -3.82 0.72 -0.58  0.04
H 2.95 -3.01 -4.26  0.07
O 2.61 -1.53 -1.73  -0.22
H -3.92 5.82 3.56  0.09
N -0.26 -0.54 -2.12  -0.18
N 2.80 -2.04 -4.52  -0.03
H -5.38 5.43 2.65  0.08
H 0.04 -6.64 -1.11  0.10
H -0.96 -6.01 -3.29  0.12
C -4.20 3.56 1.25  -0.01
C -1.34 0.58 2.55  -0.03
C -4.38 1.47 -0.04  -0.04
H 0.36 3.92 -0.34  0.06
H 3.34 0.77 4.73  0.09
H 3.27 -0.92 4.26  0.09
C 1.92 1.10 0.54  -0.30
H 0.74 0.06 4.07  0.13
C -3.52 2.58 0.52  -0.28

Record 2
# H2N2O2S

H2N2O2S in the gas phase in a non-equilibrium geometry (the ωB97M-V functional and the def2-TZVPD basis, the OMol25 dataset).

HOMO-LUMO gap, eV: 12.0161
ΔE to the lowest compared entry with this formula, charge and spin, eV: 1.110
Structure (SMILES): O=S1(=O)NN1
2S+1: 1
Charge: 0

Each line ends with the Löwdin charge.
Geometry (Å):
O -2.31 1.24 0.03  -0.29
S -1.59 -0.02 0.00  0.60
H 0.20 -0.87 1.14  0.07
N -0.12 -0.01 0.76  -0.08
O -2.31 -1.22 -0.07  -0.26
N -0.17 0.01 -0.73  -0.10
H -0.08 0.92 -1.03  0.05

Record 3
# C4H12N2O

A 2-piece molecular cluster, C4H12N2O overall in a non-equilibrium geometry (the ωB97M-V functional and the def2-TZVPD basis, the OMol25 dataset).

HOMO-LUMO gap, eV: 8.0365
ΔE to the lowest compared entry with this formula, charge and spin, eV: 6.138
Structure (SMILES): C=C(C)ON.CN
2S+1: 1
Charge: 0

Each line ends with the Löwdin charge.
Geometry (Å):
H 0.92 -1.98 1.57  0.07
H -0.53 2.02 1.64  0.07
C 1.25 -0.29 -1.87  -0.18
C -1.64 -0.11 0.15  -0.07
H 1.07 -0.79 -2.81  0.08
H -1.97 -0.56 -0.79  0.08
C -0.27 -0.61 0.50  -0.35
H 0.51 -0.73 -0.86  0.09
H -1.66 0.96 -0.03  0.07
H -2.41 -0.30 0.90  0.08
H -0.88 -2.38 1.47  0.07
H 1.13 1.49 -0.97  0.06
H 0.21 1.38 -2.37  0.07
O 0.74 0.69 0.90  -0.27
N 0.30 1.50 1.94  0.00
H 0.02 0.90 2.72  0.08
N 1.07 1.09 -1.91  -0.06
H 2.21 -0.56 -1.42  0.08
C -0.07 -1.70 1.24  0.03

Record 4
# C19H18F3NO5S3

A 2-piece molecular cluster, C19H18F3NO5S3 overall in a non-equilibrium geometry (the ωB97M-V functional and the def2-TZVPD basis, the OMol25 dataset).

HOMO-LUMO gap, eV: 7.7433
ΔE to the lowest compared entry with this formula, charge and spin, eV: 0.000
2S+1: 1
Charge: 0

Each line ends with the Löwdin charge.
Geometry (Å):
H -0.40 2.91 -3.70  0.06
C 1.43 -1.77 2.93  -0.27
C 0.48 0.48 1.47  -0.15
C 0.68 2.41 -0.17  -0.49
C 2.39 4.17 2.06  -0.77
S 0.87 4.61 1.16  1.12
N 1.10 6.48 1.40  -0.33
O -1.26 2.07 1.08  -0.02
H -0.63 1.39 -2.74  0.07
H 3.31 -3.76 2.65  0.09
H -0.48 -1.69 3.96  0.12
H 1.74 2.23 -0.36  0.08
H 2.30 0.23 0.29  0.11
C 1.30 10.07 0.15  -0.03
C 1.72 -0.13 1.15  -0.03
H 3.32 -3.95 4.44  0.09
O 2.11 7.11 -0.89  -0.29
H -1.35 0.17 2.59  0.12
S -0.10 3.33 -1.40  1.03
F 3.52 4.07 1.28  0.07
H 3.97 -2.45 3.70  0.09
C -0.02 2.28 -2.89  -0.25
C -0.32 -0.17 2.44  -0.02
C 1.41 11.11 2.34  -0.06
H 1.55 12.19 0.44  0.11
C 0.13 -1.25 3.17  0.00
C -0.13 1.68 0.78  -0.51
H 3.18 -1.67 1.61  0.10
H 1.82 4.78 -1.00  -0.01
O 0.58 6.85 3.67  0.11
F 2.19 2.96 2.65  0.09
C 1.27 4.44 -1.90  -0.28
F 2.64 5.07 3.03  0.09
O -0.36 7.20 -0.60  -0.27
H 1.28 10.07 -0.95  0.13
C 0.92 7.27 2.58  -0.43
H 1.93 3.90 -2.58  0.06
H 1.17 9.78 4.05  0.12
H 1.03 2.02 -3.05  0.05
C 1.25 9.87 2.97  0.01
C 1.44 11.22 0.93  -0.05
C 3.21 -3.24 3.62  -0.07
C 2.21 -1.23 1.86  -0.02
O 1.88 -2.72 3.79  -0.09
H 1.50 12.03 2.93  0.11
C 1.18 8.70 2.18  -0.11
C 1.18 8.85 0.81  -0.24
S 0.96 7.33 -0.05  0.65
H 0.78 5.30 -2.38  0.06

Record 5
# C22H61N5O6

A 6-piece molecular cluster, C22H61N5O6 overall in a non-equilibrium geometry (the ωB97M-V functional and the def2-TZVPD basis, the OMol25 dataset).

HOMO-LUMO gap (spin up / spin down), eV: 1.5180 / 9.5659
ΔE to the lowest compared entry with this formula, charge and spin, eV: 0.000
<S²>: 0.7504
2S+1: 2
Charge: -1

Each line ends with the Löwdin charge.
Geometry (Å):
C 2.88 0.71 -4.82  -0.39
C -2.25 -0.10 -0.65  -0.10
H -3.44 -3.38 0.43  0.12
H -2.64 0.68 -1.32  0.06
H -3.29 -1.27 2.97  0.07
H 3.97 -0.11 -2.00  0.11
C -4.60 3.23 1.02  -0.17
C -6.67 2.85 2.15  -0.13
H 4.71 1.81 -0.16  0.08
N -4.71 5.02 -0.59  0.03
C 5.15 0.85 0.10  -0.11
H 2.90 2.10 -6.27  0.05
H -7.73 2.67 1.99  0.08
H 0.92 0.32 3.24  0.08
H -1.20 -6.51 0.76  0.06
H -4.44 3.06 -1.11  0.14
O 0.11 0.55 -0.88  -0.09
N 1.64 -1.57 -1.98  0.06
C 2.95 0.98 3.52  -0.43
C 3.06 -0.68 -5.54  -0.22
C -2.60 3.93 -0.38  -0.06
H 4.43 -2.56 -1.95  0.07
H -4.07 2.32 1.32  0.11
C 1.35 3.10 6.01  -0.11
H 0.85 0.57 -3.92  0.06
C 2.56 2.33 4.11  -0.22
H -2.16 -5.74 -0.45  0.06
H 2.65 -3.75 -4.45  0.05
H 2.21 -1.52 -0.03  0.12
H 1.47 1.24 1.88  0.08
H -4.32 -5.58 1.18  0.07
O 1.46 2.10 5.00  -0.22
N 3.13 0.05 4.63  0.04
C -4.19 -1.79 2.65  -0.13
H 0.28 3.12 6.22  0.08
H 1.32 2.20 -4.36  0.07
H 1.40 -2.55 -2.06  0.05
C -2.94 -3.44 1.40  -0.17
H 3.28 -3.62 -1.08  0.04
H 2.04 -3.15 -5.97  0.07
H 4.32 1.41 -6.19  0.05
C -0.94 0.31 0.00  -0.36
H 3.42 2.75 4.61  0.12
H 5.67 1.03 1.05  0.07
H 1.89 2.93 6.95  0.08
H -4.43 -1.16 1.80  0.06
H -1.90 -4.88 2.53  0.13
H 0.78 0.92 -5.53  0.07
H 2.12 -1.46 -2.86  0.04
C 1.80 0.52 2.64  -0.08
C -2.43 -4.88 1.58  -0.46
N -3.56 -5.73 1.83  0.02
H -4.49 3.83 1.92  0.12
H 0.58 -0.21 -1.21  0.01
O -3.99 -3.17 2.37  -0.22
C -4.11 3.75 -0.33  -0.46
C 2.70 -1.51 -1.01  -0.43
H -6.25 2.11 2.84  0.08
O 4.18 -0.18 0.11  -0.20
C 1.40 1.16 -4.66  -0.06
C 3.39 -0.16 -1.07  -0.21
H 3.41 0.59 -3.88  0.10
H -2.13 -2.73 1.54  0.11
H 2.57 0.47 5.35  0.05
H -2.17 -1.00 -1.26  0.06
H -2.01 3.04 -0.19  0.05
H 2.32 -0.72 -6.33  0.11
H 3.92 1.14 3.05  0.12
H 3.76 -3.25 -5.77  0.07
O 2.76 -1.73 -4.63  -0.25
H -5.70 4.90 -0.44  0.06
H -0.70 -4.99 0.30  0.05
N 3.58 1.76 -5.60  0.02
H -4.01 -5.18 2.55  0.05
H 4.36 -2.75 -0.20  0.06
O -6.01 2.82 0.89  -0.21
H -4.99 -1.77 3.40  0.08
C 2.84 -3.02 -5.23  -0.22
H -2.30 4.24 -1.39  0.08
H -3.01 -0.28 0.11  0.05
H 4.04 -0.74 -6.01  0.11
H -6.56 3.83 2.62  0.08
C -1.62 -5.55 0.48  -0.13
H 2.03 -0.41 2.12  0.07
H 2.28 3.01 3.30  0.12
C 3.75 -2.64 -1.10  -0.10
H -2.18 4.70 0.27  0.08
H 2.54 -0.71 4.33  0.05
H 2.69 0.67 -1.06  0.12
H -1.04 1.21 0.60  0.09
H 1.57 4.11 5.66  0.08
H -4.74 5.06 -1.60  0.07
H -0.78 -0.49 0.72  0.09
H 5.92 0.54 -0.61  0.08

Record 6
# C10H17N2P

A 2-piece molecular cluster, C10H17N2P overall in a non-equilibrium geometry (the ωB97M-V functional and the def2-TZVPD basis, the OMol25 dataset).

HOMO-LUMO gap, eV: 8.4393
ΔE to the lowest compared entry with this formula, charge and spin, eV: 4.331
2S+1: 1
Charge: 0

Each line ends with the Löwdin charge.
Geometry (Å):
H -1.50 -0.27 2.25  0.10
H 1.47 1.34 -1.74  0.09
C 0.45 -0.26 -0.68  -0.24
P -0.48 1.98 0.70  0.85
H 0.80 -1.30 -0.65  0.12
H 3.22 -0.87 -0.50  0.12
N -2.41 -0.84 0.37  -0.23
C 2.82 0.81 0.62  -0.21
H 0.66 2.74 0.41  -0.14
C 2.94 0.18 -0.76  -0.24
H -4.07 -1.69 -2.24  0.06
C 1.64 0.31 -1.52  -0.20
C 0.34 0.27 0.80  -0.51
C -2.64 -1.76 -0.60  -0.08
H 3.87 0.61 -1.09  0.10
H 2.67 1.93 0.46  0.11
H 1.74 -0.35 -2.45  0.13
H -2.13 -2.69 -0.63  0.12
H -4.58 0.71 -1.15  0.06
H -1.09 -1.96 1.42  0.11
H 2.03 -0.80 1.61  0.07
N -3.12 0.30 0.15  0.07
C -3.64 -1.27 -1.41  -0.03
C -1.46 -0.92 1.30  -0.04
H 1.71 0.61 2.50  0.12
H -0.38 -0.01 -1.19  0.04
C 1.64 0.13 1.47  -0.24
H 3.64 0.73 1.33  0.10
H -0.29 2.27 2.11  -0.09
C -3.87 0.06 -0.88  -0.13